[1]
DFT (ωB97M-V/def2-TZVPD) results for an isolated molecule of C20H29N3O3S in a non-equilibrium geometry.

Results
frontier orbital gap = 9.04 eV
LUMO = 0.76 eV
net charge = 0
energy relative to the best compared isomer or geometry (same formula, charge and spin) = 4.72 kcal/mol
SMILES = Cc1ccc(CSc2nnc(CCCCCNC(=O)OC(C)(C)C)o2)cc1

Element x y z (Å)
1 C 1.178506 -4.519463 -2.092859
2 C 0.183892 -3.398293 -2.088720
3 C -0.306672 -2.866831 -3.274351
4 C -1.218565 -1.825758 -3.260762
5 C -1.674029 -1.302122 -2.057644
6 C -2.653355 -0.176349 -2.039700
7 S -1.843717 1.460713 -1.758001
8 C -1.879218 1.478796 -0.040175
9 N -2.383089 0.569200 0.735904
10 N -2.197391 1.006375 1.998641
11 C -1.604319 2.151503 1.932485
12 C -1.227445 3.008284 3.082321
13 C -0.946795 2.164570 4.334145
14 C 0.528985 1.804079 4.523324
15 C 1.203514 1.134039 3.328664
16 C 0.643978 -0.245957 2.967081
17 N 1.373698 -0.823174 1.851594
18 C 1.450148 -0.190987 0.654492
19 O 0.754309 0.744362 0.335547
20 O 2.402804 -0.768359 -0.100417
21 C 2.863494 -0.129512 -1.316401
22 C 3.439320 1.247531 -0.980832
23 C 3.961757 -1.063247 -1.826972
24 C 1.747864 -0.009338 -2.349998
25 O -1.388644 2.527504 0.647973
26 C -1.195933 -1.841989 -0.867549
27 C -0.275409 -2.870647 -0.886594
28 H 1.623137 -4.644765 -3.077469
29 H 1.968819 -4.331071 -1.368171
30 H 0.690035 -5.454405 -1.817043
31 H 0.035224 -3.263777 -4.220113
32 H -1.577540 -1.415974 -4.194159
33 H -3.375286 -0.281425 -1.232598
34 H -3.155758 -0.067807 -2.999803
35 H -2.064809 3.685318 3.278226
36 H -0.367324 3.620992 2.808119
37 H -1.551691 1.260616 4.276618
38 H -1.264650 2.723859 5.215963
39 H 1.083889 2.719425 4.746626
40 H 0.611110 1.150674 5.395166
41 H 2.270112 1.028078 3.548444
42 H 1.111699 1.771234 2.449057
43 H 0.724100 -0.931714 3.811614
44 H -0.407539 -0.159965 2.685291
45 H 2.102243 -1.491136 2.044891
46 H 4.202468 1.160106 -0.209521
47 H 3.883984 1.686588 -1.869282
48 H 2.649377 1.903174 -0.624090
49 H 3.543851 -2.045809 -2.028382
50 H 4.390767 -0.665439 -2.741611
51 H 4.745703 -1.164743 -1.080753
52 H 2.145212 0.427233 -3.262292
53 H 1.337867 -0.989538 -2.574338
54 H 0.950687 0.624991 -1.975181
55 H -1.549242 -1.442214 0.070156
56 H 0.095742 -3.271906 0.045491

Atomic forces in eV per Å
-0.1 0.0 0.0
0.0 0.0 -0.1
0.0 -0.1 0.1
-0.1 0.1 0.1
0.1 -0.1 -0.1
0.2 0.5 0.2
-0.1 0.1 -0.6
-0.5 -0.6 0.4
-0.1 0.0 -1.3
0.3 0.8 1.2
-0.3 -0.5 0.3
-0.1 0.1 0.0
0.2 0.1 0.0
0.0 -0.1 -0.2
-0.1 -0.1 0.2
-0.1 0.4 -0.2
0.2 -0.4 0.1
0.2 -0.4 0.2
-0.1 0.3 -0.1
0.0 -0.2 0.0
0.2 0.4 -0.5
-0.2 -0.2 0.1
-0.3 0.2 0.3
0.0 -0.1 0.4
0.0 0.1 -0.2
0.0 -0.1 0.0
0.0 0.0 -0.1
0.1 0.0 0.0
0.1 0.0 0.0
0.0 -0.1 0.0
0.1 0.0 -0.1
-0.1 0.0 -0.1
-0.1 0.0 -0.1
0.0 0.0 0.1
0.1 0.0 0.0
0.0 0.1 0.0
-0.1 0.0 0.1
-0.1 0.0 0.0
0.0 0.0 0.1
0.1 0.0 0.1
0.0 0.0 -0.1
0.1 0.0 0.0
0.0 0.0 0.0
0.1 -0.1 0.2
0.0 0.1 -0.1
0.1 0.0 0.0
0.1 0.0 -0.1
0.0 0.1 0.0
0.0 -0.1 -0.1
0.0 0.1 -0.1
0.1 0.0 0.1
0.1 0.0 -0.1
0.0 -0.1 -0.1
0.0 0.0 -0.1
0.0 0.0 0.1
0.1 0.0 0.1

---

[2]
DFT (ωB97M-V/def2-TZVPD) results for a cluster of 3 separate species, C2H11NO3 in total in a non-equilibrium geometry.

Results
frontier orbital gap = 10.57 eV
LUMO = 0.67 eV
net charge = 0
energy relative to the best compared isomer or geometry (same formula, charge and spin) = 30.31 kcal/mol
SMILES = NCCO.O.O

Element x y z (Å)
1 N 2.529664 -2.035533 0.616781
2 C 1.295903 -2.760679 0.187573
3 C 0.031258 -2.085870 0.754223
4 O -0.824978 -1.465853 -0.210514
5 H 2.913070 -1.616021 -0.215430
6 H 3.269406 -2.675969 0.899112
7 H 1.301995 -2.766724 -0.905438
8 H 1.193699 -3.801787 0.497466
9 H -0.475532 -2.817723 1.393215
10 H 0.358438 -1.366652 1.516279
11 H -0.166854 -0.948313 -0.676569
12 O -3.598008 4.233795 -4.570943
13 H -4.215464 3.656805 -5.018004
14 H -2.760320 3.749054 -4.720402
15 O 0.772071 3.069143 3.567287
16 H 1.500236 2.881651 4.152628
17 H 1.019943 2.506247 2.836098

Atomic forces in eV per Å
-0.1 -0.9 -0.1
-0.1 0.5 0.0
0.2 -0.1 1.0
0.7 -0.6 0.6
0.1 0.3 -0.1
-0.3 0.0 0.2
-0.5 -0.1 0.0
0.9 0.0 0.1
-0.7 0.0 -0.8
0.1 0.3 -0.4
-0.4 0.5 -0.6
1.0 -0.6 -0.2
-0.5 -0.1 -0.1
-0.5 0.6 0.3
0.0 0.0 -0.1
0.3 0.2 0.7
-0.3 -0.2 -0.6

---

[3]
DFT (ωB97M-V/def2-TZVPD) results for the ion C2H5N2S with charge +1 in a non-equilibrium geometry.

Results
frontier orbital gap = 9.50 eV
LUMO = -4.68 eV
net charge = +1
energy relative to the best compared isomer or geometry (same formula, charge and spin) = 16.16 kcal/mol

Element x y z (Å)
1 C -0.327658 -0.525789 -0.707656
2 C -0.044566 -0.271149 0.789337
3 N 0.466595 0.243889 -1.507201
4 N -0.466686 0.621438 1.611005
5 S 0.887000 -1.608403 0.627623
6 H -1.039072 -1.250526 -1.211812
7 H 0.889517 -0.072863 -2.299607
8 H -0.342994 0.588509 2.558378
9 H -1.031650 1.325973 1.236260
10 H 1.009514 0.948920 -1.096329

Atomic forces in eV per Å
1.9 0.5 0.1
-0.8 -2.1 -2.7
-2.6 0.2 1.9
-0.1 -0.3 -2.1
-0.1 -0.2 0.9
0.7 1.1 1.3
0.7 -1.4 -2.8
0.7 -0.1 2.9
-1.1 1.3 -0.3
0.6 1.0 0.8

---

[4]
DFT (ωB97M-V/def2-TZVPD) results for a cluster of 2 separate species, C3H3BrN2O3 in total in a non-equilibrium geometry.

Results
frontier orbital gap (alpha / beta) = 9.03 / 6.75 eV
LUMO (alpha / beta) = -0.75 / -1.21 eV
net charge = 0
energy relative to the best compared isomer or geometry (same formula, charge and spin) = 44.56 kcal/mol

Element x y z (Å)
1 C -0.295725 -0.524964 -1.395180
2 C -0.692346 -0.728533 0.904853
3 C 0.392574 -0.785753 -0.149850
4 N -1.503573 -0.130723 -1.090110
5 N 0.972197 1.799972 0.149778
6 O 1.805449 2.309284 -0.491204
7 O 0.142335 2.127374 0.928490
8 O -1.798961 -0.268637 0.170592
9 Br 2.056189 -1.565844 0.063586
10 H 0.151547 -0.567434 -2.417783
11 H -0.782207 -1.596946 1.484066
12 H -0.447477 -0.067791 1.842759

Atomic forces in eV per Å
1.5 -0.2 1.8
2.8 2.2 1.1
-1.2 0.0 -0.7
-0.4 0.1 -3.8
-0.7 -2.0 0.4
0.8 1.1 -0.5
0.0 0.9 0.2
-0.6 -0.2 2.4
0.0 0.0 0.1
-0.8 0.3 1.1
-0.9 -2.2 0.0
-0.4 0.0 -2.0